Entry 1:
50
Properties=species:S:1:pos:R:3:forces:R:3 method="wB97M-V/def2-TZVPD" e_homo_ha=-0.22159 spin_multiplicity=1 de_lowest_ev=0.726 largest_force_ev_per_a=0.6 charge=-1
C 3.769 0.487 -0.211 0.0 0.0 0.0
C 4.677 -0.432 -1.038 0.0 0.0 0.0
H 2.015 -4.232 0.547 0.0 0.0 0.0
H -3.878 1.458 2.451 0.0 0.0 0.0
O -1.520 -3.228 -0.858 0.0 0.0 0.0
S -4.115 0.032 0.111 -0.1 -0.2 -0.1
P -0.591 -2.092 -0.266 -0.1 -0.3 -0.1
C 1.209 -0.014 -0.822 0.0 0.1 0.2
H -3.455 -3.066 -1.548 0.0 0.0 0.0
O -0.980 -2.134 1.274 0.1 0.0 0.0
C -2.446 -3.057 -1.949 0.0 0.1 0.1
C 2.361 0.210 -0.537 0.0 0.0 0.0
H 4.433 -1.479 -0.851 0.0 0.0 0.0
H -2.289 -2.106 -2.457 0.0 0.0 0.0
H -1.162 -1.189 3.055 0.0 0.0 0.0
H 5.725 -0.262 -0.779 0.0 0.0 0.0
O -0.613 1.817 -2.259 -0.1 -0.1 0.2
H 3.400 0.903 1.889 0.0 0.0 0.0
H 5.131 2.176 -0.285 0.0 0.0 0.0
O -2.666 2.999 -2.941 0.0 0.0 0.0
C -0.657 -1.015 2.109 -0.1 0.1 0.0
H 5.060 0.388 1.531 0.0 0.0 0.0
H -2.277 -3.889 -2.630 0.0 0.0 0.0
H 0.423 -0.944 2.255 0.0 0.0 0.0
Pd -0.654 -0.131 -1.238 0.3 0.0 -0.5
C -3.191 1.543 0.449 0.1 0.0 0.0
H 0.762 -4.876 -0.545 0.0 0.0 0.0
O -3.059 -0.905 -0.312 0.0 0.1 0.2
C -1.642 3.718 1.295 0.0 0.0 0.0
C 4.090 1.952 -0.535 0.0 0.0 0.0
C -1.587 3.283 -0.015 -0.1 0.0 -0.1
H -1.028 4.553 1.610 0.0 0.0 0.0
S -2.110 1.891 -2.223 0.0 -0.3 0.0
H -2.543 3.402 3.221 0.0 0.0 0.0
C 0.980 -4.133 0.223 0.0 0.0 0.0
H -1.028 -0.090 1.666 0.0 0.0 0.0
H 3.932 2.152 -1.595 0.0 0.0 0.0
C -2.361 2.207 -0.458 -0.1 0.3 0.0
C -3.238 1.996 1.767 0.0 0.0 0.0
H 4.544 -0.241 -2.104 0.0 0.0 0.0
O -4.684 -0.337 1.395 0.0 0.0 0.0
O -5.077 0.351 -0.914 0.0 0.0 0.0
O -2.589 0.549 -2.555 -0.1 0.2 0.2
H 3.441 2.619 0.033 0.0 0.0 0.0
O 0.838 -2.821 -0.320 -0.1 0.2 0.1
H -0.930 3.770 -0.722 0.0 0.0 0.0
H 3.739 -0.797 1.541 0.0 0.0 0.0
H 0.316 -4.289 1.073 0.0 0.0 0.0
C -2.482 3.075 2.191 0.0 0.0 0.0
C 4.007 0.229 1.282 0.0 0.0 0.0

---

Entry 2:
56
Properties=species:S:1:pos:R:3:forces:R:3 method="wB97M-V/def2-TZVPD" e_homo_ha="-0.18209 / -0.18524" spin_multiplicity=4 de_lowest_ev=1.163 largest_force_ev_per_a=3.3 charge=-1
H 2.664 -5.719 -0.505 0.0 0.0 0.0
C -3.154 0.323 0.402 -0.1 0.1 0.2
C -3.381 2.098 -1.462 0.2 0.0 -0.3
C -3.859 1.579 -0.107 -0.1 0.1 0.0
H -3.760 2.392 0.617 0.0 0.0 0.0
Re 1.227 1.345 0.216 0.1 0.1 -0.5
N -0.906 1.559 0.752 0.1 -0.2 0.1
C 0.312 -3.821 1.085 0.0 0.0 0.0
H -0.756 -2.287 2.148 0.0 0.0 0.0
S 0.755 2.211 -1.963 1.5 -0.1 1.1
As 0.750 4.267 -1.081 -0.2 0.6 -0.1
S 1.746 5.672 -2.249 0.1 -0.2 0.1
H -0.095 0.465 -3.932 0.0 0.2 -0.1
N 1.890 0.749 2.094 0.0 -0.4 0.3
O 3.144 0.832 -0.200 -0.4 -0.1 0.1
H -2.602 0.122 -1.777 -0.4 0.1 -0.5
C 2.684 -3.542 0.958 0.0 0.0 0.0
H -4.923 1.338 -0.154 0.0 0.0 0.0
C 2.594 -2.368 1.688 -0.1 0.0 0.0
N -1.021 0.262 -3.587 0.3 0.9 -1.1
C -1.677 1.314 -3.053 -0.1 -0.1 -0.5
C 3.962 0.605 0.806 0.0 0.0 0.0
H 1.355 -6.417 0.454 0.0 0.0 0.0
C 1.349 -1.918 2.103 0.0 0.0 0.1
S -1.266 4.812 -0.605 0.0 -0.4 -0.1
S 1.232 -0.394 3.008 0.1 0.3 0.0
H 0.985 -5.524 -1.017 0.0 0.0 0.0
H -0.572 2.682 -3.999 -0.2 0.0 0.0
H -3.559 0.118 1.396 0.0 0.0 0.0
H 3.801 0.338 2.959 0.0 0.0 0.0
H 3.490 -1.804 1.912 0.0 0.0 0.0
O 0.349 -0.469 -0.569 -0.2 0.1 -0.2
O -1.573 -0.951 -1.594 0.5 -2.7 1.7
C 1.648 -5.556 -0.151 0.0 0.0 0.0
S 1.700 3.573 0.820 0.0 -0.1 0.0
O 5.097 0.204 0.688 0.1 0.0 0.0
H -3.440 -0.528 -0.220 -0.1 -0.1 0.1
H -0.925 1.750 1.753 0.0 0.0 0.0
H -1.061 -0.583 -3.023 0.0 -0.1 -0.2
C 3.348 0.925 2.165 -0.1 0.0 -0.1
H 3.657 -3.879 0.620 0.0 0.0 0.0
H -2.735 2.957 -1.297 -0.1 0.1 0.0
H 3.566 1.980 2.357 0.0 0.0 0.1
N -2.615 1.070 -2.157 -0.9 1.5 -0.3
O 1.996 -0.567 4.215 0.0 0.0 0.0
C -0.924 -0.431 -0.681 0.9 0.0 1.1
H -0.583 -4.384 0.843 0.0 0.0 0.0
C 1.549 -4.282 0.645 0.0 0.0 0.0
C 0.206 -2.646 1.810 0.0 0.0 0.0
H -4.226 2.426 -2.073 0.0 0.0 0.0
C -1.626 0.287 0.485 0.1 0.1 -0.1
H -1.557 3.310 -2.786 -0.1 -0.2 -0.3
O -0.182 -0.100 3.116 0.0 0.0 0.0
H -1.291 2.380 0.267 0.0 0.1 0.0
H -1.363 -0.337 1.340 0.0 -0.1 -0.1
N -1.428 2.560 -3.477 -1.0 0.5 -0.6

---

Entry 3:
54
Properties=species:S:1:pos:R:3:forces:R:3 method="wB97M-V/def2-TZVPD" e_homo_ha=-0.16059 spin_multiplicity=1 de_lowest_ev=0.000 largest_force_ev_per_a=0.4 charge=-1
C -2.910 1.433 1.787 -0.1 -0.1 0.1
C -3.619 3.508 2.736 0.0 0.0 0.0
C 3.534 -2.461 1.105 -0.1 0.0 0.2
H -2.105 3.344 1.212 0.0 0.0 0.0
H -2.399 0.687 -1.841 -0.1 0.0 0.0
H 3.071 -3.245 -0.589 0.0 0.0 0.0
H 5.471 -2.729 2.008 0.0 0.0 0.0
H 2.576 -0.284 2.341 0.0 0.0 0.1
C -4.523 2.845 3.569 0.0 0.0 0.0
H -5.327 0.936 4.181 0.0 0.0 0.0
H -4.090 -2.555 2.629 0.0 0.0 0.0
Ba 0.083 -0.269 -0.350 0.0 -0.1 0.1
O 3.429 0.108 1.993 0.0 0.0 0.0
C -2.810 2.820 1.843 0.1 -0.1 -0.1
H -2.384 5.364 -1.100 0.1 0.0 0.0
C 0.796 3.574 1.007 0.0 0.0 0.0
O 1.121 -2.836 0.067 0.0 0.0 0.0
H 4.250 -3.931 2.479 0.0 0.0 0.0
H -5.138 3.416 4.254 0.0 0.0 0.0
N -0.426 3.229 -0.704 0.1 -0.1 0.0
O 5.288 -0.386 0.499 0.0 -0.1 0.0
H 0.947 -4.562 1.858 0.0 0.0 0.0
H 2.154 4.161 2.549 0.0 0.0 0.0
C -1.329 5.429 -1.378 0.0 0.0 0.0
N -2.261 0.486 1.006 -0.1 -0.2 0.4
P 3.729 -0.698 0.672 0.2 0.1 0.0
O 1.303 -1.419 2.226 0.1 0.1 -0.2
N -3.689 -0.555 2.376 -0.1 -0.1 0.0
H 4.195 -2.296 3.160 0.0 0.0 0.0
Se -2.248 -2.370 0.678 -0.1 0.3 0.1
O 3.876 -3.231 -0.042 0.0 0.0 -0.1
C 4.421 -2.877 2.265 0.0 0.0 0.0
O 2.940 -0.350 -0.533 -0.1 0.1 0.1
H 0.467 5.784 1.050 0.0 0.0 0.0
H 2.431 2.527 1.917 0.0 0.0 0.0
C -3.819 0.786 2.643 0.0 0.1 0.0
N 0.354 2.612 0.209 0.0 0.0 -0.1
C 0.295 4.823 0.594 -0.1 0.0 0.0
P 1.714 -2.633 1.430 0.1 0.1 -0.1
H 1.074 2.840 2.996 0.0 0.0 0.0
H -3.546 4.587 2.790 0.0 0.0 0.0
C -4.436 -1.602 3.023 0.0 0.0 0.0
H -4.270 -1.573 4.102 0.0 0.0 0.0
H 5.545 -0.468 -0.427 0.0 0.0 0.0
C -4.635 1.463 3.536 0.0 0.0 0.0
H -0.847 2.648 -1.457 0.0 0.0 0.0
O 1.567 -3.972 2.305 0.0 0.0 0.0
H -5.504 -1.494 2.823 0.0 0.0 0.0
H -1.249 5.135 -2.424 0.0 0.0 0.0
C -2.747 -0.698 1.388 0.1 -0.1 -0.3
S -1.435 0.974 -2.733 0.1 0.1 -0.2
C -0.488 4.552 -0.514 0.0 0.0 0.1
C 1.667 3.259 2.179 0.0 0.0 0.0
H -1.014 6.466 -1.278 0.0 0.0 0.0

---

E / Ha: -2527.6391, -5615.8802, -4839.4343